(1)
Density functional theory data (ωB97M-V with the def2-TZVPD basis set) for C4H7NO in the gas phase at a distorted geometry.

Results
- energy relative to the best compared isomer or geometry (same formula, charge and spin) (kcal/mol) = 101.6
- lowest unoccupied orbital energy (eV) = 0.44
- charge = 0
- E (Ha) = -286.4697
- HOMO (hartree) = -0.327
- molecular weight (g mol⁻¹) = 85.11

Atoms and positions in Å:
O -1.47475 1.25457 0.26601
C -0.64275 0.52850 -0.57559
C 0.85820 0.88630 -0.47335
C 1.11514 -0.54138 -0.08218
N -0.32473 -0.92159 1.23570
C -0.38411 -0.94618 -0.15225
H -1.33968 0.85453 1.14603
H -1.00875 0.55719 -1.59887
H 1.10958 1.62842 0.28842
H 1.25226 1.22111 -1.44727
H 1.99142 -0.83331 0.48866
H -0.34666 -1.89030 1.59594
H -0.80517 -1.79785 -0.69126

The net atomic charges from Mulliken, expressed in e, are: atom 1 (O): -0.59, atom 2 (C): -0.25, atom 3 (C): -0.48, atom 4 (C): -0.49, atom 5 (N): -0.77, atom 6 (C): 0.23, atom 7 (H): 0.37, atom 8 (H): 0.40, atom 9 (H): 0.26, atom 10 (H): 0.26, atom 11 (H): 0.35, atom 12 (H): 0.21, atom 13 (H): 0.49

=====

(2)
Density functional theory data (ωB97M-V with the def2-TZVPD basis set) for C6H9N3O3S in the gas phase at a distorted geometry.

Results
- energy relative to the best compared isomer or geometry (same formula, charge and spin) (kcal/mol) = 45.7
- lowest unoccupied orbital energy (eV) = 0.02
- charge = 0
- E (Ha) = -1022.1037
- HOMO (hartree) = -0.330
- molecular weight (g mol⁻¹) = 203.22

Atoms and positions in Å:
C -0.78499 -0.29054 1.56481
C -0.84769 -3.02345 0.99117
C -0.15181 -2.01201 0.04400
C 1.46195 1.42185 0.34652
C 0.10346 1.96002 -2.51292
C 0.52006 0.35862 -0.29824
N -1.34637 -1.10033 2.38369
N -1.34353 -2.45111 2.13364
N -0.06319 -0.64296 0.48889
O -0.83871 -4.21243 0.70327
O 0.34729 -2.37572 -1.00162
O -1.05129 2.48343 -0.21796
S -1.01910 1.38049 -1.11497
H -0.75962 0.79068 1.60453
H 2.25477 0.84490 0.87322
H 1.90296 2.10557 -0.28373
H 1.03513 1.87984 1.11772
H 0.80274 2.79674 -2.10637
H -0.46915 2.33940 -3.37173
H 0.76679 1.18855 -2.93995
H 1.03150 -0.35131 -1.27964
H -1.55121 -3.09023 2.87567

The net atomic charges from Mulliken, expressed in e, are: atom 1 (C): 0.08, atom 2 (C): 0.21, atom 3 (C): 0.68, atom 4 (C): -1.44, atom 5 (C): -0.85, atom 6 (C): -0.29, atom 7 (N): -0.76, atom 8 (N): 0.11, atom 9 (N): 0.01, atom 10 (O): -0.57, atom 11 (O): -0.57, atom 12 (O): -0.55, atom 13 (S): 0.54, atom 14 (H): 0.55, atom 15 (H): 0.41, atom 16 (H): 0.40, atom 17 (H): 0.47, atom 18 (H): 0.23, atom 19 (H): 0.37, atom 20 (H): 0.30, atom 21 (H): 0.41, atom 22 (H): 0.28

=====

(3)
Density functional theory data (ωB97M-V with the def2-TZVPD basis set) for a molecular structure, C14H23F6MoN4O6S3.

Results
- energy relative to the best compared isomer or geometry (same formula, charge and spin) (kcal/mol) = 27.6
- spin multiplicity = 3
- lowest unoccupied orbital energy (alpha / beta) (eV) = -8.94 / -8.56
- charge = +3
- expectation value of S² = 2.008
- E (Ha) = -3078.8027
- HOMO (alpha / beta) (hartree) = -0.621 / -0.630
- molecular weight (g mol⁻¹) = 649.49

Atoms and positions in Å:
Mo 0.92324 -4.64402 -3.88864
O 0.98430 -5.32748 -2.11799
S -4.91096 13.99825 11.42171
C -3.60126 14.90466 12.32323
C -3.82687 14.57481 13.79195
C -5.33563 14.61629 14.00790
C -5.98519 13.77705 12.90582
H -3.78003 15.95424 12.09221
H -2.64159 14.60474 11.90702
H -3.30623 15.29791 14.41845
H -3.42674 13.58528 14.02176
H -5.69620 15.64410 13.94919
H -5.62311 14.22161 14.98107
H -6.98271 14.10051 12.62147
H -5.99790 12.71191 13.12387
C 3.96172 -7.17444 -1.21622
N 3.01615 -6.59310 -2.18562
C 1.61018 -6.50069 -1.71276
C 3.35703 -6.24404 -3.38737
C 4.74029 -6.38389 -3.91954
O 2.47158 -5.75315 -4.22368
H 3.47869 -8.02102 -0.73257
H 4.21580 -6.42394 -0.46893
H 4.85814 -7.52307 -1.71403
H 1.64928 -6.52406 -0.62536
H 1.07297 -7.38250 -2.07781
H -4.32793 12.78660 11.41026
H 5.46246 -5.90572 -3.25765
H 4.78831 -5.92842 -4.90321
H 5.00244 -7.44095 -4.00106
F -0.70986 -1.13704 -6.61469
C -0.53323 -1.41350 -5.34718
F -0.57260 -0.34132 -4.60222
F -1.43885 -2.30349 -4.93777
S 1.12888 -2.21744 -5.13946
O 1.07471 -2.69015 -3.65403
O 1.02008 -3.54094 -5.81406
N 2.17018 -1.27649 -5.57276
S 3.52138 -0.67726 -4.78460
O 3.93225 0.48149 -5.46804
O 3.28486 -0.76845 -3.38762
C 4.68526 -2.04879 -5.21811
F 4.14700 -3.20870 -4.76528
F 4.84141 -2.14070 -6.51933
F 5.83404 -1.85271 -4.61677
C -0.32482 -5.96119 -6.98067
C -1.15589 -5.92182 -5.75418
N -0.77066 -5.54756 -4.51212
C -1.87958 -5.68885 -3.66127
C -2.91423 -6.12991 -4.39711
N -2.43405 -6.26824 -5.68939
H 0.72908 -6.07001 -6.73132
H -0.44268 -5.04001 -7.55275
H -0.62135 -6.79859 -7.61043
H -1.82131 -5.47013 -2.60866
H -3.92818 -6.36809 -4.12783
H -2.97207 -6.60758 -6.47586

The net atomic charges from Mulliken, expressed in e, are: atom 1 (Mo): 1.72, atom 2 (O): -0.70, atom 3 (S): 0.12, atom 4 (C): -0.59, atom 5 (C): -0.53, atom 6 (C): -0.58, atom 7 (C): -0.51, atom 8 (H): 0.38, atom 9 (H): 0.41, atom 10 (H): 0.34, atom 11 (H): 0.30, atom 12 (H): 0.33, atom 13 (H): 0.34, atom 14 (H): 0.38, atom 15 (H): 0.38, atom 16 (C): -1.10, atom 17 (N): 0.15, atom 18 (C): -0.47, atom 19 (C): 1.06, atom 20 (C): -1.75, atom 21 (O): -0.61, atom 22 (H): 0.39, atom 23 (H): 0.36, atom 24 (H): 0.44, atom 25 (H): 0.45, atom 26 (H): 0.37, atom 27 (H): 0.24, atom 28 (H): 0.48, atom 29 (H): 0.28, atom 30 (H): 0.51, atom 31 (F): -0.16, atom 32 (C): 0.64, atom 33 (F): -0.15, atom 34 (F): -0.19, atom 35 (S): 1.53, atom 36 (O): -0.87, atom 37 (O): -0.68, atom 38 (N): -0.34, atom 39 (S): 1.06, atom 40 (O): -0.53, atom 41 (O): -0.54, atom 42 (C): 0.67, atom 43 (F): -0.24, atom 44 (F): -0.19, atom 45 (F): -0.18, atom 46 (C): -1.16, atom 47 (C): 0.48, atom 48 (N): 0.24, atom 49 (C): -0.58, atom 50 (C): -0.55, atom 51 (N): -0.01, atom 52 (H): 0.23, atom 53 (H): 0.27, atom 54 (H): 0.49, atom 55 (H): 0.55, atom 56 (H): 0.42, atom 57 (H): 0.22

=====

(4)
Density functional theory data (ωB97M-V with the def2-TZVPD basis set) for 2 unconnected molecules or ions with the total composition C3H7N2O at a distorted geometry.

Results
- energy relative to the best compared isomer or geometry (same formula, charge and spin) (kcal/mol) = 4.6
- spin multiplicity = 2
- lowest unoccupied orbital energy (alpha / beta) (eV) = 1.04 / 1.02
- charge = 0
- expectation value of S² = 0.755
- E (Ha) = -303.1638
- HOMO (alpha / beta) (hartree) = -0.165 / -0.303
- molecular weight (g mol⁻¹) = 87.10

Atoms and positions in Å:
C 0.40651 -0.74938 -1.16770
C 0.98048 0.38805 -0.70944
N 2.36452 0.22116 -0.79358
C 2.66323 -0.92615 -1.54018
N 1.41713 -1.59877 -1.57654
H -0.63400 -1.02042 -1.18924
H 0.67333 1.26618 -0.17017
H 2.92791 1.06769 -0.78752
H 3.53163 -1.50631 -1.76280
H 1.32746 -2.57219 -1.83111
H -4.50993 1.91642 4.15509
H -5.91413 2.07699 3.64857
O -5.23415 1.43673 3.72462

The net atomic charges from Mulliken, expressed in e, are: atom 1 (C): -0.39, atom 2 (C): -0.27, atom 3 (N): -0.15, atom 4 (C): -0.58, atom 5 (N): -0.08, atom 6 (H): 0.36, atom 7 (H): 0.36, atom 8 (H): 0.24, atom 9 (H): 0.31, atom 10 (H): 0.20, atom 11 (H): 0.32, atom 12 (H): 0.31, atom 13 (O): -0.63

=====

(5)
Density functional theory data (ωB97M-V with the def2-TZVPD basis set) for a molecular structure, C24H21BrI2MnN7O4S3.

Results
- energy relative to the best compared isomer or geometry (same formula, charge and spin) (kcal/mol) = 29.2
- spin multiplicity = 6
- lowest unoccupied orbital energy (alpha / beta) (eV) = 0.96 / 0.45
- charge = -1
- expectation value of S² = 8.862
- E (Ha) = -7126.5931
- HOMO (alpha / beta) (hartree) = -0.176 / -0.178
- molecular weight (g mol⁻¹) = 956.33

Atoms and positions in Å:
Mn -0.01483 1.19880 -0.65733
C -3.69728 -0.92701 0.35822
C -2.38947 -0.47154 -0.20197
N -1.44115 0.01718 0.52613
N -1.73034 0.34674 1.79813
C -0.90684 0.02926 2.77615
N -1.11354 0.77190 3.91742
S 0.23544 -1.23505 2.82242
C -2.16645 -0.44416 -1.65243
C -2.94671 -1.16514 -2.54812
C -2.73851 -1.01118 -3.90742
C -1.78597 -0.11019 -4.35385
C -1.04426 0.58074 -3.41555
N -1.20542 0.38571 -2.10489
H -3.85975 -0.41245 1.30336
H -3.68142 -2.00103 0.56093
H -4.51860 -0.71223 -0.32542
H -1.40308 1.72368 3.74352
H -0.39559 0.65021 4.61101
H -3.70261 -1.83786 -2.17024
H -3.32878 -1.57988 -4.61451
H -1.60151 0.06319 -5.40384
H -0.30118 1.30507 -3.71093
I -1.51991 3.31921 -0.83678
I 2.18495 2.92027 -2.61634
N 8.00735 1.19208 -5.61323
C 6.65299 0.89615 -5.44205
C 5.69571 1.91037 -5.51499
C 4.35329 1.61764 -5.38117
C 3.94797 0.30448 -5.17151
C 4.88806 -0.71350 -5.11993
C 6.23397 -0.41994 -5.25577
S 2.23493 -0.05702 -4.95140
O 2.08273 -1.47969 -5.14459
O 1.49640 0.84603 -5.79324
N 1.86297 0.35119 -3.43946
C 2.02743 -0.46817 -2.39230
S 3.04255 -1.88118 -2.33196
C 2.64244 -2.10725 -0.66833
C 1.78152 -1.15812 -0.26325
N 1.42659 -0.23728 -1.22986
H 8.25870 2.13792 -5.37303
H 8.63495 0.52452 -5.19400
H 6.01227 2.93403 -5.67774
H 3.61048 2.40095 -5.44345
H 4.55743 -1.73442 -4.98562
H 6.96835 -1.21628 -5.21978
H 3.01815 -2.94050 -0.10004
H 1.33843 -1.08458 0.72348
Br 6.16256 1.79299 5.25533
C 4.60028 1.97217 4.18471
C 3.60984 2.85411 4.58344
C 2.47586 2.97949 3.79665
C 2.33985 2.23826 2.63016
C 3.34446 1.35712 2.25196
C 4.48380 1.21858 3.03003
C 1.08204 2.40080 1.81520
O 0.17499 3.10411 2.19943
O 1.12299 1.71045 0.70160
H 3.72485 3.42974 5.49132
H 1.67694 3.65441 4.07370
H 3.22543 0.77449 1.34900
H 5.26707 0.52995 2.74564

The net atomic charges from Mulliken, expressed in e, are: atom 1 (Mn): -0.30, atom 2 (C): -1.81, atom 3 (C): 0.61, atom 4 (N): 1.19, atom 5 (N): -0.98, atom 6 (C): 0.00, atom 7 (N): -0.45, atom 8 (S): -0.46, atom 9 (C): 0.35, atom 10 (C): -0.91, atom 11 (C): -0.43, atom 12 (C): -0.94, atom 13 (C): -0.32, atom 14 (N): 0.81, atom 15 (H): 0.41, atom 16 (H): 0.30, atom 17 (H): 0.48, atom 18 (H): 0.29, atom 19 (H): 0.29, atom 20 (H): 0.50, atom 21 (H): 0.41, atom 22 (H): 0.47, atom 23 (H): 0.64, atom 24 (I): -0.31, atom 25 (I): -0.04, atom 26 (N): -0.60, atom 27 (C): 1.08, atom 28 (C): -0.78, atom 29 (C): -0.72, atom 30 (C): -0.14, atom 31 (C): -0.39, atom 32 (C): -0.72, atom 33 (S): 1.14, atom 34 (O): -0.72, atom 35 (O): -0.75, atom 36 (N): -0.10, atom 37 (C): 0.15, atom 38 (S): -0.13, atom 39 (C): -0.48, atom 40 (C): -0.57, atom 41 (N): 0.75, atom 42 (H): 0.23, atom 43 (H): 0.23, atom 44 (H): 0.28, atom 45 (H): 0.56, atom 46 (H): 0.53, atom 47 (H): 0.28, atom 48 (H): 0.47, atom 49 (H): -0.14, atom 50 (Br): -0.24, atom 51 (C): 0.19, atom 52 (C): -0.52, atom 53 (C): -0.46, atom 54 (C): 0.41, atom 55 (C): -0.05, atom 56 (C): -0.71, atom 57 (C): 0.13, atom 58 (O): -0.59, atom 59 (O): 0.00, atom 60 (H): 0.42, atom 61 (H): 0.46, atom 62 (H): 0.27, atom 63 (H): 0.44

=====

Question: What is the formula in the second record?
Answer: C6H9N3O3S